# C43H50Cl2N6O3PSiTi

A molecular structure, C43H50Cl2N6O3PSiTi in a non-equilibrium geometry (ωB97M-V with the def2-TZVPD basis set, the OMol25 dataset).

```
107
Properties=species:S:1:pos:R:3:forces:R:3
Ti 0.7826 -0.6695 1.0460 -0.4 0.7 -2.4
Cl 6.6460 -2.7152 4.1828 -0.1 0.0 -0.1
C 5.3003 -2.6250 3.0746 0.0 0.0 -0.1
C 4.2172 -1.8154 3.4202 0.0 0.0 0.0
C 3.1413 -1.7086 2.5538 -0.2 0.0 0.1
N 1.9782 -0.9288 2.7191 0.7 -0.1 0.4
C 1.6250 -0.3816 3.8861 -0.1 -0.1 -0.4
O 2.1133 -0.5223 4.9972 0.2 0.1 0.6
C 0.5061 0.6065 3.6560 0.3 -0.1 0.2
C 0.1030 1.4608 4.6592 0.1 0.0 0.5
C -0.7093 2.5420 4.3583 0.1 -0.1 0.4
C -1.0415 2.7405 3.0386 -0.2 0.2 -0.4
C -0.6389 1.8123 2.0991 -0.2 -0.2 -0.1
N 0.0845 0.7193 2.3858 -0.7 1.3 1.3
C 3.1485 -2.4203 1.3291 -0.6 0.0 0.0
C 4.2120 -3.2429 1.0124 0.1 -0.1 -0.1
C 5.2926 -3.3405 1.8883 0.0 0.1 0.1
Cl 6.6060 -4.4011 1.4606 0.0 0.1 0.0
N 1.9582 -2.2396 0.6208 0.6 -0.8 -0.1
C 1.2706 -3.3245 0.0832 0.0 0.0 0.4
O 1.7839 -4.3076 -0.4654 0.0 0.2 -0.1
C -0.1595 -3.2069 0.3738 0.2 0.0 0.3
C -1.0751 -4.1983 0.0119 -0.1 0.0 0.0
C -2.3224 -4.2221 0.5810 -0.1 0.0 0.0
C -2.6352 -3.2409 1.5756 -0.2 -0.3 -0.2
C -1.7240 -2.2790 1.8692 0.5 0.0 -0.2
N -0.5032 -2.1849 1.2671 -0.7 -0.8 0.0
H 4.2042 -1.3084 4.3723 0.0 0.0 0.0
H 0.4872 1.2700 5.6561 -0.1 0.0 -0.1
H -1.0525 3.2220 5.1285 0.1 0.0 0.0
H -1.6277 3.5962 2.7215 0.0 -0.1 0.0
H -0.9174 1.9108 1.0680 -0.1 -0.1 -0.1
H 4.1941 -3.8322 0.1065 0.0 0.0 0.0
H -0.7504 -4.9500 -0.6968 0.0 0.0 0.0
H -3.0454 -4.9843 0.3098 0.1 0.1 0.0
H -3.5850 -3.2535 2.0939 0.0 0.0 0.0
H -1.9298 -1.5461 2.6339 0.0 0.2 0.1
C 2.8503 2.1408 1.9681 0.1 0.0 -0.1
C 3.7905 3.3026 1.5293 0.0 -0.1 -0.2
N 4.1910 3.1495 0.1225 0.0 -0.1 0.1
C 4.8049 1.8231 -0.0399 -0.3 0.2 0.1
C 3.7710 0.7122 0.2796 -0.1 0.4 0.1
N 2.5097 1.3100 0.7996 0.0 0.0 -0.6
C 1.9312 2.2053 -0.2388 0.3 0.0 0.2
C 2.9976 3.2168 -0.7308 0.1 -0.1 0.2
H 1.9286 2.5343 2.3984 0.0 0.0 0.0
H 3.3231 1.5008 2.7149 0.0 0.0 0.0
H 4.6960 3.3219 2.1370 0.0 0.0 0.0
H 3.2961 4.2711 1.6367 0.0 0.0 0.0
H 5.6610 1.7670 0.6345 0.0 0.0 0.0
H 5.1780 1.7391 -1.0625 0.0 0.0 0.0
H 4.1595 0.0351 1.0308 0.0 -0.1 0.1
H 3.5223 0.1291 -0.5993 -0.1 -0.1 -0.1
H 1.0870 2.7300 0.2134 0.0 -0.1 0.0
H 1.5475 1.5897 -1.0443 0.0 -0.1 0.0
H 2.6132 4.2391 -0.7129 0.0 0.0 0.0
H 3.3100 2.9962 -1.7545 0.0 0.0 0.0
C 1.6215 0.2086 -3.5391 0.0 0.1 0.1
P 1.5650 -0.9499 -2.0924 0.2 -0.3 -0.6
C 3.0799 -1.9161 -2.5237 0.1 0.1 0.2
C 0.3337 -2.1445 -2.7781 0.2 0.0 0.0
H 1.8748 -0.3436 -4.4479 0.0 0.0 0.0
H 2.3695 0.9954 -3.3823 -0.1 -0.1 0.0
H 0.6474 0.6847 -3.6727 0.2 -0.1 0.0
H 3.0375 -2.2360 -3.5688 0.0 0.0 0.0
H 3.1293 -2.8024 -1.8850 0.0 0.1 0.0
H 3.9854 -1.3194 -2.3699 -0.1 -0.1 0.0
H 0.1884 -1.9687 -3.8484 0.0 -0.1 0.1
H -0.6180 -2.0427 -2.2726 -0.1 0.0 0.1
H 0.7042 -3.1602 -2.6258 0.0 0.0 0.0
C -3.4420 2.5112 -2.5896 0.0 0.0 0.1
C -2.1963 2.2810 -1.7070 0.0 0.2 -0.1
C -2.2308 3.3584 -0.6021 0.0 -0.1 0.1
C -0.9434 2.5395 -2.5615 0.0 0.0 0.0
Si -2.1625 0.5030 -0.9363 0.1 -0.3 -0.1
O -0.7164 0.1249 -0.3318 -0.1 0.4 0.6
C -2.7625 -0.7358 -2.2597 -0.1 0.0 -0.3
C -2.4633 -0.6024 -3.6277 -0.1 0.0 0.1
C -3.0254 -1.4338 -4.5919 0.0 0.0 0.1
C -3.9007 -2.4463 -4.2084 0.1 0.1 0.1
C -4.1729 -2.6380 -2.8573 0.1 0.1 0.0
C -3.6129 -1.7919 -1.9020 0.1 0.0 -0.1
C -3.7098 0.5603 0.2097 0.0 -0.1 0.3
C -3.6593 0.5868 1.6100 -0.2 0.1 -0.2
C -4.8011 0.7264 2.3996 0.1 0.0 -0.2
C -6.0499 0.8271 1.7999 0.1 0.0 -0.1
C -6.1421 0.7576 0.4127 0.1 0.0 0.0
C -4.9936 0.6267 -0.3613 0.1 0.0 0.1
H -3.3557 3.4844 -3.0971 0.0 -0.1 0.1
H -4.3566 2.5348 -1.9871 0.1 0.0 -0.1
H -3.5645 1.7407 -3.3560 0.0 0.1 0.1
H -2.4436 4.3402 -1.0514 0.0 -0.1 0.1
H -1.2642 3.4441 -0.0863 -0.2 0.0 -0.1
H -3.0085 3.1556 0.1487 0.1 0.1 -0.2
H -0.9036 3.5970 -2.8698 0.0 -0.1 0.0
H -0.9427 1.9354 -3.4754 0.0 0.2 0.1
H -0.0287 2.3106 -2.0035 -0.2 0.0 -0.2
H -1.7670 0.1698 -3.9531 -0.2 -0.1 0.0
H -2.7827 -1.2898 -5.6411 0.0 0.0 0.1
H -4.3675 -3.0783 -4.9577 0.1 0.0 0.1
H -4.8309 -3.4443 -2.5441 0.1 0.1 0.0
H -3.8466 -1.9553 -0.8542 0.0 0.0 -0.1
H -2.7054 0.4906 2.1031 0.1 0.0 0.1
H -4.7085 0.7558 3.4814 0.0 0.0 -0.1
H -6.9427 0.9519 2.4034 0.0 0.0 0.0
H -7.1141 0.8007 -0.0689 0.1 0.0 0.0
H -5.1055 0.5519 -1.4396 0.0 0.0 0.1
```
Forces are in eV/Å.

Summary:
Relative energy (zero: lowest compared OMol25 entry of this formula, charge and spin) = 0.0 kJ/mol
2S+1 = 3
Energy = -4623.80390 Eh
HOMO energy (spin up / spin down) = -2.5685 / -4.7888 eV
LUMO energy (spin up / spin down) = 2.2 / 2.1 eV
Total charge = -1
⟨S²⟩ = 2.022